1.
ORCA calculation (ωB97M-V with the def2-TZVPD basis set) on the molecule C4H7NS2 in a non-equilibrium geometry.

CARTESIAN COORDINATES (ANGSTROEM)
C 0.507 -0.400 2.462
S -0.400 0.901 1.436
C -0.158 0.425 -0.279
S -0.643 1.423 -1.504
N 0.593 -0.699 -0.601
C 0.274 -2.110 -0.235
C 0.750 -1.672 -1.715
H 1.445 -0.694 1.868
H -0.002 -1.312 2.815
H 0.695 0.390 3.409
H -0.765 -2.261 -0.078
H 1.055 -2.509 0.447
H 1.783 -1.758 -1.902
H 0.081 -1.617 -2.642

The calculation puts the LUMO energy at 0.48 eV. The total energy is -27419.2843 eV. The HOMO energy is -8.34 eV. For the HOMO-LUMO gap, the calculation gives 8.83 eV.

2.
ORCA calculation (ωB97M-V with the def2-TZVPD basis set) on a cluster of 2 separate species, C4H7NS2 in total in a non-equilibrium geometry.

CARTESIAN COORDINATES (ANGSTROEM)
C 1.337 1.192 2.506
C 0.208 -0.687 1.298
C -0.096 -1.482 0.343
C 0.227 -1.578 -1.086
H 0.465 0.268 3.244
H 1.170 2.394 2.745
H 2.473 0.868 2.768
H 0.225 -0.965 2.299
H -0.293 -2.314 0.854
H 0.894 -2.238 -1.287
H -2.129 -0.170 -0.622
N -0.058 -0.795 -2.066
S 0.575 0.975 0.835
S -1.353 0.465 -1.704

The calculation puts the LUMO energy at 0.48 eV. The total energy is -27416.3980 eV. The HOMO energy is -8.73 eV. For the HOMO-LUMO gap, the calculation gives 9.22 eV.

3.
ORCA calculation (ωB97M-V with the def2-TZVPD basis set) on the molecule C4H7NS3 in a non-equilibrium geometry.

CARTESIAN COORDINATES (ANGSTROEM)
C -1.619 2.446 0.278
N -1.675 1.094 -0.020
S -1.177 1.169 -1.888
C -0.581 -0.504 -1.664
S 1.081 -0.632 -1.267
C 0.877 -1.307 0.409
C 1.992 -1.045 1.331
S -0.461 -2.116 0.894
H -1.761 2.463 1.325
H -1.557 3.522 -0.454
H -0.755 -0.927 -2.604
H -1.352 -0.945 -0.844
H 2.615 -1.772 0.933
H 1.678 -1.299 2.300
H 2.694 -0.145 1.271

The calculation puts the LUMO energy at -0.09 eV. The total energy is -38252.9604 eV. The HOMO energy is -8.46 eV. For the HOMO-LUMO gap, the calculation gives 8.36 eV.

4.
ORCA calculation (ωB97M-V with the def2-TZVPD basis set) on a structure of composition C4H7NS3 in a non-equilibrium geometry.

CARTESIAN COORDINATES (ANGSTROEM)
C 0.423 1.822 0.136
C -0.995 -0.751 0.451
C -0.929 -1.259 -1.055
C 0.197 -1.611 0.925
H 1.177 3.718 0.158
H -0.282 3.473 1.058
H -1.870 -1.138 0.974
H -1.899 -1.450 -1.544
H -0.307 -0.638 -1.726
H 0.149 -2.214 1.833
H 1.193 -1.193 0.821
N 0.404 3.119 0.420
S 1.565 1.003 -0.699
S -1.093 1.033 0.771
S -0.045 -2.761 -0.526

The calculation puts the LUMO energy at 0.47 eV. The total energy is -38256.7400 eV. The HOMO energy is -8.34 eV. For the HOMO-LUMO gap, the calculation gives 8.81 eV.

5.
ORCA calculation (ωB97M-V with the def2-TZVPD basis set) on the molecule C4H7NS3 in a non-equilibrium geometry.

CARTESIAN COORDINATES (ANGSTROEM)
C 1.290 0.649 -0.445
C 0.905 -0.724 -0.146
C -0.171 -1.091 -1.103
N -1.421 -1.136 -0.658
S -2.840 -1.641 -1.422
C -1.587 -0.890 0.729
S -2.539 0.640 0.921
S 0.019 -0.842 1.536
H 1.730 1.046 0.366
H 0.568 1.386 -0.842
H 2.055 0.497 -1.200
H 1.767 -1.292 -0.083
H 0.196 -1.439 -2.154
H -2.119 -1.633 1.398
H -2.432 0.701 2.132

The calculation puts the LUMO energy (spin up / spin down) at -0.43 / -0.43 eV. The total energy is -38254.5155 eV. The HOMO energy (spin up / spin down) is -7.99 / -7.99 eV. For the HOMO-LUMO gap (spin up / spin down), the calculation gives 7.56 / 7.56 eV.

6.
ORCA calculation (ωB97M-V with the def2-TZVPD basis set) on a structure of composition C4H7NSi in a non-equilibrium geometry.

CARTESIAN COORDINATES (ANGSTROEM)
C 1.627 0.894 -0.370
C 0.476 1.497 -0.003
C 1.155 -0.372 0.108
C -0.132 0.246 0.610
N 1.672 -1.757 -0.141
Si -1.755 -0.407 -0.151
H 2.527 1.198 -0.868
H 0.069 2.480 -0.143
H -0.180 0.291 1.700
H 0.998 -2.402 0.271
H -2.400 0.706 -0.845
H -2.608 -0.896 0.929
H -1.450 -1.479 -1.096

The calculation puts the LUMO energy (spin up / spin down) at 0.07 / 0.07 eV. The total energy is -13625.4050 eV. The HOMO energy (spin up / spin down) is -9.22 / -9.23 eV. For the HOMO-LUMO gap (spin up / spin down), the calculation gives 9.29 / 9.29 eV.

7.
ORCA calculation (ωB97M-V with the def2-TZVPD basis set) on the ion C4H7O2 with charge -1 in a non-equilibrium geometry.

CARTESIAN COORDINATES (ANGSTROEM)
C -1.164 -0.683 1.216
C -0.398 0.372 0.415
C 0.378 -0.174 -0.769
C 1.533 0.752 -1.293
O 1.799 0.623 -2.505
O 2.005 1.557 -0.471
H -0.530 -1.511 1.532
H -1.964 -1.143 0.631
H -1.629 -0.258 2.108
H 0.357 0.840 1.058
H -1.095 1.167 0.125
H -0.206 -0.488 -1.629
H 0.915 -1.054 -0.418

The calculation puts the LUMO energy at 4.01 eV. The total energy is -8358.0561 eV. The HOMO energy is -3.80 eV. For the HOMO-LUMO gap, the calculation gives 7.81 eV. Its net charge is -1.

8.
ORCA calculation (ωB97M-V with the def2-TZVPD basis set) on a cluster of 2 separate species, C4H7O2 in total in a non-equilibrium geometry.

CARTESIAN COORDINATES (ANGSTROEM)
C 1.049 -0.820 -0.790
C -0.304 1.644 0.124
C -1.648 1.171 0.365
C 1.076 -2.000 -0.055
O 1.251 0.137 -1.412
O -0.520 0.328 0.554
H 0.081 1.637 -0.969
H 0.074 2.420 0.822
H -2.129 1.239 1.417
H -2.216 1.117 -0.510
H 0.775 -2.896 -0.551
H 2.112 -2.191 0.210
H 0.397 -1.786 0.795

The calculation puts the LUMO energy at -5.38 eV. The total energy is -8345.9380 eV. The HOMO energy is -15.27 eV. For the HOMO-LUMO gap, the calculation gives 9.89 eV. Its net charge is +1.

9.
ORCA calculation (ωB97M-V with the def2-TZVPD basis set) on a structure of composition C4H7O2Pb in a non-equilibrium geometry.

CARTESIAN COORDINATES (ANGSTROEM)
O -1.946 0.722 0.509
C -3.010 -0.056 0.480
C -3.042 -1.377 0.224
H -3.986 -1.917 0.300
H -3.963 0.474 0.644
H -2.159 -1.910 -0.141
Pb 0.000 0.769 0.387
C 2.061 -0.290 0.082
C 2.729 0.596 -0.719
O 3.513 1.520 -0.224
H 1.627 -1.149 -0.445
H 2.614 0.575 -1.808
H 2.355 -0.371 1.135
H 3.205 2.413 -0.424

The calculation puts the LUMO energy at -5.84 eV. The total energy is -13593.4603 eV. The HOMO energy is -12.46 eV. For the HOMO-LUMO gap, the calculation gives 6.62 eV. Its net charge is +1.